Here is C48H44N4O4P2S2Ti as an isolated structure at a distorted geometry from OMol25. Energies are from the ωB97M-V functional and the def2-TZVPD basis.

As for the total charge: +2. The calculation puts the gap between HOMO and LUMO at 7.05 eV. As for the relative energy (zero: lowest compared OMol25 entry of this formula, charge and spin): 0.826 eV. As for the total energy: -127992.178 eV. As for the LUMO energy: -6.2 eV.

Last column: Mulliken charge in e.
Element x y z (Å)
1 Ti -0.792478 0.175686 -0.943522  -1.0740
2 O 0.139151 -2.460807 -2.844357  -0.9404
3 S 0.082267 -2.148114 -1.424730  2.1774
4 C -0.940928 -3.313405 -0.536302  -0.2755
5 C -1.201127 -4.480513 -1.159138  -0.0554
6 C -2.034598 -5.354921 -0.422108  -0.9607
7 C -2.373627 -5.069941 0.887447  -0.9302
8 C -1.906788 -3.936183 1.546724  0.0387
9 C -1.238298 -2.959598 0.813880  -1.5107
10 P -0.592200 -1.358659 1.459309  1.7976
11 C 0.840717 -1.941397 2.483697  1.5703
12 C 1.177573 -3.294298 2.554509  -0.8228
13 C 2.109331 -3.732302 3.491279  -1.0106
14 C 2.625450 -2.865847 4.439594  -0.9860
15 C 2.416722 -1.533058 4.214149  -0.8847
16 C 1.641338 -1.031464 3.196367  0.0863
17 C -1.943616 -0.909689 2.651374  1.2595
18 C -1.660577 -0.055825 3.733801  -1.0695
19 C -2.711745 0.286272 4.610957  -0.6204
20 C -4.003974 -0.152649 4.394722  -0.9086
21 C -4.250098 -0.935777 3.237406  -0.7237
22 C -3.207924 -1.255692 2.372673  -0.7960
23 C 1.636495 -2.490302 -0.646291  0.1919
24 C 2.041589 -3.812568 -0.459431  -0.7766
25 C 3.372223 -4.079097 -0.132292  -1.0533
26 C 4.280190 -3.063112 0.139549  -0.8007
27 C 3.881387 -1.708124 0.003310  -0.5369
28 C 2.558591 -1.444315 -0.408830  0.4429
29 P 1.951639 0.262165 -0.746196  3.1353
30 C 2.719645 0.667174 -2.384017  1.0960
31 C 2.415154 -0.170649 -3.397193  -0.9241
32 C 2.732380 0.178466 -4.685650  -0.6425
33 C 3.439091 1.352578 -4.992367  -0.9996
34 C 3.826266 2.153763 -3.931573  -0.8896
35 C 3.385852 1.906060 -2.627013  -0.9397
36 C 2.902169 1.330578 0.439353  0.4215
37 C 4.229589 1.661190 0.264133  0.0661
38 C 4.822105 2.589460 1.092420  -1.0891
39 C 4.155187 3.120414 2.186904  -0.9742
40 C 2.855615 2.629530 2.460699  -0.8272
41 C 2.208511 1.821685 1.550823  -0.3565
42 H -0.943029 -4.569464 -2.228193  0.5896
43 H -2.451226 -6.280633 -0.781511  0.4598
44 H -2.936306 -5.802355 1.407331  0.5553
45 H -2.029208 -3.797838 2.605416  0.6423
46 H 0.767260 -4.033194 1.900936  0.4019
47 H 2.296033 -4.752672 3.587829  0.6071
48 H 3.225656 -3.202056 5.275277  0.4609
49 H 2.943545 -0.799731 4.847441  0.4146
50 H 1.535063 0.075512 3.112638  -0.1301
51 H -0.653163 0.110220 3.982297  0.5774
52 H -2.527329 0.943160 5.437834  0.4834
53 H -4.835117 0.102831 5.021058  0.4634
54 H -5.222556 -1.345677 3.013781  0.4787
55 H -3.448225 -1.750770 1.467657  0.4747
56 H 1.393842 -4.612729 -0.657880  0.6611
57 H 3.710733 -5.075453 0.079853  0.4659
58 H 5.301642 -3.263213 0.408910  0.4935
59 H 4.538542 -0.893598 0.328723  0.3878
60 H 1.922293 -1.099527 -3.237169  0.1810
61 H 2.497046 -0.526177 -5.474599  0.5204
62 H 3.726813 1.576457 -5.998181  0.5020
63 H 4.437178 3.035323 -4.091718  0.4288
64 H 3.524758 2.591446 -1.780060  0.5373
65 H 4.831999 1.278626 -0.582138  0.6008
66 H 5.780509 2.972385 0.847599  0.4940
67 H 4.548412 3.921316 2.816752  0.4397
68 H 2.345649 3.022954 3.253871  0.7254
69 H 1.186378 1.477137 1.705059  -0.2572
70 C 0.174018 3.264662 -4.023933  -1.7929
71 C -0.083278 2.475341 -2.799083  0.1650
72 N -0.417976 1.229140 -2.778814  2.2806
73 N -0.720804 0.748957 -4.076201  -1.4080
74 C -1.534051 -0.248027 -4.046372  0.6918
75 N -1.877248 -0.865797 -5.145749  -0.3741
76 S -2.339565 -0.748972 -2.580543  -0.5066
77 C 0.003398 3.104599 -1.421713  0.3768
78 C 0.317306 4.402144 -1.139164  -0.5632
79 C 0.118039 4.855254 0.148062  -1.1724
80 C -0.379607 4.022435 1.119724  -1.6641
81 C -0.638158 2.724100 0.794057  -0.3138
82 N -0.439103 2.263329 -0.448097  1.3712
83 H -0.724574 3.784365 -4.347038  0.2579
84 H 1.000288 3.944508 -3.829276  0.5991
85 H 0.449530 2.538207 -4.835335  0.3953
86 H -1.428100 -0.701902 -6.000312  0.2197
87 H -2.497203 -1.648456 -5.038267  0.2523
88 H 0.706838 5.063645 -1.912327  0.5026
89 H 0.444155 5.857952 0.390849  0.4605
90 H -0.553975 4.365554 2.094036  0.8139
91 H -1.051403 2.021786 1.524350  0.5314
92 C -5.535055 1.933228 -1.184792  -1.8791
93 C -4.447493 1.780915 -0.118195  1.3027
94 C -5.058196 1.822351 1.289644  -1.6467
95 O -3.398478 2.763384 -0.174754  -0.3883
96 C -3.702237 0.466067 -0.288402  -0.2572
97 O -4.221916 -0.568593 -0.447383  -0.5004
98 O -2.323814 0.416618 -0.067460  0.9637
99 H -6.053293 2.826790 -1.067023  0.5204
100 H -6.233417 1.136194 -1.176490  0.3499
101 H -5.014942 1.927461 -2.162416  0.3484
102 H -5.424836 2.860451 1.460986  0.5297
103 H -4.470856 1.490929 2.110943  0.2602
104 H -5.955300 1.190997 1.301806  0.3621
105 H -3.744134 3.621389 0.121800  0.3476

Cartesian forces (eV/Å) of the 6 atoms listed first:
-0.688 0.514 -0.430
0.386 -0.612 -0.571
-0.242 0.283 0.689
0.867 1.975 1.254
-1.712 -1.021 -0.555
0.227 0.153 -0.089